1.
Below is 2 unconnected molecules or ions with the total composition C15H23N2O5S, with properties calculated with ωB97M-V/def2-TZVPD.

Computed properties:
- HOMO level (eV) = -11.10
- energy relative to the best compared isomer or geometry (same formula, charge and spin) (kcal per mole) = 0.0

Structure (ORCA input):
```
! RIJCOSX wB97M-V def2-TZVPD def2/J DEFGRID3
* xyz 1 1
O -0.44706 1.31732 2.41604
N -0.58768 1.89388 1.42177
O 0.12487 1.23800 0.37902
C -0.65334 1.33681 -0.82117
C -0.04790 0.51872 -1.96515
C 0.94579 1.40819 -2.74767
O 1.99070 1.73357 -1.85980
C 2.75476 0.55059 -1.68125
C 1.99117 -0.60125 -1.00497
N 0.57654 -0.77342 -1.53894
C -0.24537 -1.61179 -0.61528
C -1.44398 -2.31860 -1.33104
O -1.36692 -3.50118 -1.59240
C -2.66305 -1.47658 -1.63477
C -3.01191 -1.25201 -2.94645
C -4.09807 -0.45448 -3.23457
C -4.79878 0.09235 -2.18149
C -4.45493 -0.15664 -0.87549
C -3.36992 -0.94768 -0.57176
H -1.69931 1.09867 -0.60340
H -0.65042 2.38860 -1.13809
H -0.86134 0.31082 -2.67105
H 1.30775 0.86279 -3.63570
H 0.39108 2.28445 -3.08467
H 3.13037 0.25100 -2.67057
H 3.58986 0.81864 -1.02987
H 2.55328 -1.52912 -1.13827
H 1.87268 -0.40156 0.06227
H 0.69188 -1.33300 -2.38975
H 0.40412 -2.43622 -0.29723
H -0.54808 -1.09397 0.29618
H -2.40266 -1.72701 -3.71256
H -4.36445 -0.28924 -4.27266
H -5.63781 0.74010 -2.41834
H -5.06815 0.28921 -0.09872
H -3.09251 -1.11945 0.46408
C 1.67412 -0.06033 5.35348
S 2.84147 0.30377 4.03538
O 3.43922 -0.98794 3.60276
C 4.04815 1.13463 5.07634
H 0.84450 -0.62151 4.92756
H 2.16206 -0.65794 6.12342
H 1.30169 0.87255 5.77721
H 4.38243 0.45927 5.86381
H 3.59984 2.02919 5.50895
H 4.89537 1.41783 4.45487
*
```

=====

2.
Below is a molecular structure, C15H23NO2, with properties calculated with ωB97M-V/def2-TZVPD.

Computed properties:
- HOMO level (eV) = -7.74
- energy relative to the best compared isomer or geometry (same formula, charge and spin) (kcal per mole) = 311.2

Structure (ORCA input):
```
! RIJCOSX wB97M-V def2-TZVPD def2/J DEFGRID3
* xyz 0 1
O -0.24986 -2.39144 -1.56871
C -0.67884 -2.11554 -0.33527
C 0.35996 -1.37857 0.34758
O 1.69068 -2.04216 0.35491
C 2.92151 -1.38603 0.90871
C 2.92709 -0.33457 1.76554
C 4.10774 0.07748 2.46937
C 5.27431 -0.73578 2.04474
C 5.24148 -1.96260 1.39242
C 3.96757 -2.30730 0.88471
H 3.91938 -3.50647 0.31810
H 6.15561 -2.65620 1.29470
H 6.20902 -0.20785 2.56578
H 4.03502 0.89767 2.77427
H 2.06868 0.28034 1.65801
H 0.63172 -0.41818 0.10985
H 0.19063 -1.07068 1.58796
C -1.90730 -1.47227 -0.11941
N -1.91130 -0.09558 -0.54918
C -2.88040 0.63806 0.35797
C -2.22769 2.11348 0.55943
H -2.74815 2.26778 1.70268
C -2.61421 3.07429 -0.41699
H -1.90924 3.90911 -0.07766
C -2.34314 2.62935 -2.15064
C -1.35050 1.73216 -2.13810
H -0.37571 2.13860 -1.41134
C -1.76359 0.15069 -1.92896
H -0.92066 -0.42134 -2.11476
H -2.70298 0.11345 -2.29488
H -0.97569 1.68822 -3.22514
H -2.13183 3.64953 -2.58790
H -3.38209 2.25631 -2.23614
H -3.51425 3.69126 -0.27024
H -1.19135 2.04662 0.83191
H -3.19801 0.02386 1.13735
H -3.72078 0.84448 -0.49001
H -2.44898 -1.75290 0.99882
H -2.57816 -2.02167 -0.95943
H -0.61554 -3.34574 0.28702
H 0.63986 -2.59987 -1.47706
*
```

=====

3.
Below is 2 unconnected molecules or ions with the total composition C15H23NO5, with properties calculated with ωB97M-V/def2-TZVPD.

Computed properties:
- HOMO level (eV) = -8.76
- structure (SMILES) = Cc1cccc(CN(CCOC=O)C(=O)O)c1.CC(C)O
- energy relative to the best compared isomer or geometry (same formula, charge and spin) (kcal per mole) = 349.1

Structure (ORCA input):
```
! RIJCOSX wB97M-V def2-TZVPD def2/J DEFGRID3
* xyz 0 1
C 5.97960 0.52942 0.41193
C 4.66805 1.35154 -0.15398
C 4.59174 2.04662 -1.64571
C 3.27018 2.86354 -2.21910
C 1.95440 2.96218 -1.24657
C 2.00662 2.26179 0.23567
C 0.59975 2.37007 1.13462
N -0.41046 1.50677 0.41591
C -0.21623 0.03054 0.67410
C -0.14050 -0.71384 -0.79073
O 0.99652 -1.63272 -0.95890
C 1.02734 -2.67441 0.08934
O 0.05509 -3.56526 0.30921
C -1.83682 1.96489 0.61173
O -2.90533 1.12193 0.67950
O -2.21105 3.41660 0.68891
C 3.33828 1.44670 0.83305
H 6.45464 1.02236 1.36111
H 6.73359 0.41294 -0.49512
H 5.60329 -0.56634 0.69884
H 5.51893 1.95091 -2.35709
H 3.20754 3.34074 -3.29216
H 0.95289 3.50272 -1.59705
H 0.85360 1.99370 2.21808
H 0.34922 3.51210 1.17197
H 0.86465 -0.10598 1.16282
H -0.96706 -0.45011 1.43146
H -1.18999 -1.18006 -1.03641
H 0.02053 0.15617 -1.59225
H 1.97817 -2.64848 0.81090
H -2.76535 3.53544 -0.16089
H 3.28210 0.95597 1.90710
C -3.28978 -3.13315 0.65669
C -4.73533 -2.76670 0.36049
C -4.90683 -2.30642 -1.07836
O -5.14854 -1.72546 1.24173
H -2.63018 -2.26922 0.51799
H -3.17910 -3.45073 1.69903
H -2.94653 -3.94300 0.00539
H -5.38055 -3.63151 0.54973
H -4.30443 -1.41318 -1.27852
H -5.94956 -2.03424 -1.27366
H -4.61196 -3.09145 -1.78166
H -4.58113 -0.95342 1.08086
*
```

=====

4.
Below is C15H23NO5S in the gas phase, with properties calculated with ωB97M-V/def2-TZVPD.

Computed properties:
- HOMO level (eV) = -9.41
- structure (SMILES) = CCC[C@@H](OS(N)(=O)=O)[C@@H](Cc1ccccc1)C(=O)OCC
- energy relative to the best compared isomer or geometry (same formula, charge and spin) (kcal per mole) = 0.0

Structure (ORCA input):
```
! RIJCOSX wB97M-V def2-TZVPD def2/J DEFGRID3
* xyz 0 1
C 1.26552 1.78646 2.95384
C 1.14416 0.27362 2.82234
C 1.21101 -0.21545 1.37362
C 0.02117 0.24404 0.52898
O 0.09534 1.60190 0.11086
S 1.36977 2.29651 -0.57931
N 0.80935 2.73761 -2.05131
O 2.43069 1.36214 -0.76070
O 1.61838 3.48650 0.15498
C -0.26017 -0.68066 -0.67703
C -1.59817 -0.30855 -1.34301
C -2.75695 -0.60287 -0.43409
C -3.22918 -1.90288 -0.29857
C -4.27751 -2.18680 0.55808
C -4.86661 -1.17241 1.29396
C -4.40361 0.12580 1.16623
C -3.35513 0.40813 0.30750
C 0.85640 -0.61742 -1.70561
O 0.79876 0.05916 -2.70776
O 1.82650 -1.45881 -1.41185
C 2.98543 -1.50148 -2.25598
C 4.21752 -1.11625 -1.45587
H 1.29325 2.07127 4.00368
H 0.42684 2.28875 2.48110
H 2.17218 2.14175 2.47078
H 0.20442 -0.05967 3.27213
H 1.95980 -0.19924 3.37447
H 2.13083 0.13291 0.90941
H 1.22146 -1.30736 1.37174
H -0.88287 0.22524 1.15566
H 0.67031 1.92938 -2.64487
H 0.00806 3.33936 -1.99030
H -0.30834 -1.70525 -0.29654
H -1.57611 0.75206 -1.59680
H -1.69508 -0.87883 -2.26952
H -2.77510 -2.69656 -0.87490
H -4.63726 -3.20101 0.65071
H -5.68555 -1.39298 1.96227
H -4.86054 0.92138 1.73614
H -2.99564 1.42255 0.20931
H 2.83398 -0.81350 -3.09184
H 3.05531 -2.52893 -2.62782
H 5.09368 -1.15586 -2.09650
H 4.09040 -0.10574 -1.07724
H 4.35330 -1.79800 -0.62036
*
```

=====

5.
Below is C15H23NO6S2 in the gas phase, with properties calculated with ωB97M-V/def2-TZVPD.

Computed properties:
- HOMO level (eV) = -8.94
- structure (SMILES) = OCc1ccc(CN(C[C@H](O)[C@@H](O)[C@H](O)[C@H](O)CO)C(=S)S)cc1
- energy relative to the best compared isomer or geometry (same formula, charge and spin) (kcal per mole) = 62.7

Structure (ORCA input):
```
! RIJCOSX wB97M-V def2-TZVPD def2/J DEFGRID3
* xyz 0 1
O 0.28936 0.08566 5.49759
C 0.67558 0.55423 4.18786
C -0.00409 -0.13606 2.95303
C 0.60290 -1.37779 2.61927
C -0.03251 -2.10891 1.58333
C -1.24197 -1.72393 0.87009
C -1.94002 -2.56764 -0.27147
N -1.75371 -2.03050 -1.60274
C -0.43130 -1.75299 -1.96881
C -0.08780 -0.20002 -1.91231
O -0.41354 0.47946 -3.14435
C 1.42215 0.15192 -1.54016
O 1.95897 -0.54034 -2.69521
C 1.80642 1.65357 -1.54334
O 3.21955 1.58867 -1.25644
C 1.04878 2.56708 -0.53173
O 1.22873 3.95162 -0.95176
C 1.60178 2.33164 0.83631
O 0.91406 3.26715 1.66723
C -2.84016 -1.99258 -2.53883
S -2.78285 -1.22672 -3.99061
S -4.41016 -2.72403 -2.20611
C -1.79297 -0.55058 1.22587
C -1.20997 0.25586 2.27630
H -0.57120 -0.41066 5.43786
H 1.83378 0.49766 4.23075
H 0.40950 1.58315 4.14725
H 1.59201 -1.62990 3.01259
H 0.42984 -3.05346 1.43656
H -2.93150 -2.80665 -0.03282
H -1.42236 -3.51420 -0.13454
H 0.36111 -2.41982 -1.43629
H -0.33795 -2.05977 -3.06142
H -0.63101 0.36920 -1.12363
H -1.35203 0.22691 -3.44197
H 1.66511 -0.34645 -0.50853
H 1.35733 -0.26349 -3.44691
H 1.69857 2.11275 -2.54239
H 3.64165 0.91292 -1.77322
H 0.00371 2.32131 -0.67207
H 2.19821 4.07769 -0.93358
H 1.54673 1.29623 1.18649
H 2.64069 2.76626 0.81610
H 1.19441 4.20317 1.47323
H -4.59073 -2.74142 -3.57105
H -2.69404 -0.18093 0.69078
H -1.86910 1.10469 2.68383
*
```

=====

LUMO level across the listed records, respectively: -3.22 0.71 -0.19 0.63 -0.19 eV.